# 1
Computed, not measured: an isolated molecule of C4H8N2S in a non-equilibrium geometry, with ωB97M-V/def2-TZVPD.

Each line ends with the Mulliken charge.
Atoms and positions in Å:
H: 2.601 -0.763 -0.076  0.19
H: 1.344 0.339 1.795  0.30
H: 2.229 0.159 -1.824  0.29
N: -1.322 -1.505 -0.522  -0.49
C: 0.380 0.437 1.198  -0.58
C: 1.785 0.003 -0.794  -0.72
N: -1.710 -0.285 -1.171  -0.35
C: 0.460 0.268 -0.326  0.33
C: -0.759 0.512 -1.076  -0.34
H: -0.972 1.351 -1.566  0.53
S: -0.082 2.087 1.867  -0.24
H: -0.267 -1.699 -0.761  0.25
H: -0.481 -0.302 1.650  0.36
H: -1.211 1.649 2.654  0.16
H: -1.995 -2.250 -1.049  0.32

For the energy above the lowest of the compared OMol25 structures with the same formula, charge and spin, the calculation gives 125.9 kcal per mole. The structure (SMILES) is C=C(/C=N\N)CS. As for the HOMO energy: -9.1 eV. Its lowest unoccupied orbital energy is 0.33 eV. As for the total charge: 0.

---

# 2
Computed, not measured: a structure of composition C20H50F3N4O6Zn in a non-equilibrium geometry, with ωB97M-V/def2-TZVPD.

Each line ends with the Mulliken charge.
Atoms and positions in Å:
H: -1.949 2.170 3.874  0.03
H: -3.290 -3.238 -3.510  0.49
O: 0.455 0.459 0.678  0.84
F: -0.747 -0.015 3.300  -0.26
C: -3.064 3.088 1.803  0.04
H: 2.489 -4.009 -1.476  0.31
F: -1.426 -1.966 2.618  -0.33
H: -1.025 1.809 -1.943  0.46
C: -2.865 2.710 4.112  -0.48
C: -2.379 -2.741 -3.162  -0.87
H: 2.807 1.672 4.854  0.22
H: 4.045 -3.768 -0.757  0.57
C: -4.302 2.168 1.354  0.27
H: 0.658 0.234 -1.444  -0.11
H: -3.094 4.017 1.228  0.34
H: -0.211 -4.663 -4.773  0.24
C: -0.953 -0.765 2.216  0.78
C: -1.300 -3.849 -3.157  0.40
H: 1.957 3.219 4.669  0.35
N: -1.091 -4.227 -4.541  -0.77
H: -1.221 2.252 -0.234  -0.24
H: -3.677 1.980 4.221  0.27
N: 3.926 -1.302 0.003  -0.48
C: 2.514 4.285 -0.263  -1.58
H: 2.490 1.220 0.786  0.24
H: 1.599 -5.498 0.404  0.24
H: -5.120 1.186 -0.416  0.41
H: 2.032 2.021 -0.528  -0.11
H: 1.421 4.375 -0.202  0.39
H: -0.104 -3.453 -1.458  0.15
O: -2.094 -1.622 -3.971  -0.40
H: 2.713 5.327 -0.013  0.41
H: -2.565 0.277 -4.369  0.29
F: -1.976 -0.292 1.499  -0.26
C: 2.434 -5.053 0.942  -0.88
H: 0.784 -4.342 -2.790  0.45
C: -0.539 1.819 -0.964  -0.96
H: 0.419 -2.568 -2.849  0.07
C: 2.926 3.172 0.741  0.37
N: -5.518 2.974 1.340  -0.68
C: -0.100 0.375 -0.667  -0.20
H: -3.933 2.521 -0.730  0.31
O: 2.747 2.242 2.978  -0.36
O: 1.568 -1.014 1.934  -0.24
Zn: 3.428 -2.013 2.007  0.77
H: 3.975 3.394 0.961  0.32
H: -5.362 3.895 0.950  0.27
H: -2.951 3.164 5.099  0.36
H: 2.184 4.182 2.538  0.66
C: 3.525 -1.716 -2.435  -1.60
C: 2.091 2.224 4.244  -0.59
O: 2.617 -3.649 0.617  -0.10
H: -1.733 -4.738 -2.690  0.40
H: 2.290 -5.239 2.004  0.32
C: -2.754 -0.440 -3.572  -0.45
C: 0.077 -3.556 -2.534  -1.00
H: -4.431 1.315 2.020  0.42
H: 4.785 -1.157 -0.522  0.34
H: -1.172 -3.370 -5.078  0.27
O: -3.184 3.641 3.096  -0.45
H: 3.546 -0.354 0.089  0.38
C: 3.008 -3.408 -0.731  -1.20
C: 3.044 -1.912 -1.008  2.71
C: 2.172 3.182 2.094  -0.28
H: 4.266 -2.461 -2.731  0.46
C: -4.214 1.689 -0.084  -1.21
H: 2.716 4.000 -1.294  0.41
N: 2.823 1.875 0.086  -0.50
H: -3.827 -0.649 -3.612  0.39
H: -2.614 -2.556 -2.108  0.37
H: -0.970 -0.253 -0.853  0.45
C: 0.347 -0.811 1.365  -0.61
H: 3.397 -5.468 0.638  0.38
H: -2.480 -0.090 -2.575  -0.05
H: 2.638 -1.862 -3.052  0.38
H: -3.469 0.897 -0.221  0.07
H: 2.044 -1.531 -0.791  -1.59
H: -5.935 3.157 2.243  0.26
H: -2.098 2.587 1.690  -0.19
H: 3.948 -0.743 -2.683  0.48
H: 1.126 2.967 1.843  -0.16
H: 0.274 2.534 -1.077  0.42
H: 0.270 -1.559 0.568  -0.14
H: 1.169 1.645 4.167  0.14

As for the HOMO energy: -10.4 eV. Its lowest unoccupied orbital energy is -6.42 eV. As for the total charge: +1.

---

# 3
Computed, not measured: a structure of composition CH10Na6O8 in a non-equilibrium geometry, with ωB97M-V/def2-TZVPD.

Each line ends with the Mulliken charge.
Atoms and positions in Å:
H: -2.888 -2.385 -11.596  0.39
Na: -6.369 1.911 -9.607  0.98
H: -2.796 -3.890 -11.738  0.33
O: -2.376 -3.076 -12.016  -0.60
H: -0.270 -0.254 -8.538  0.33
H: -0.282 2.914 -11.148  0.34
H: -3.528 -1.613 -7.566  0.16
Na: -3.096 2.751 -9.406  0.96
Na: -5.752 -1.507 -9.820  0.97
Na: -5.038 1.311 -12.350  0.91
H: -4.879 -1.336 -12.626  0.35
Na: -1.811 -0.650 -12.907  0.91
O: -0.649 0.624 -8.589  -0.63
O: -5.192 -1.392 -13.529  -0.49
O: -2.320 0.696 -10.821  -0.79
H: -5.795 -0.655 -13.620  0.28
C: -3.252 0.044 -10.473  0.52
H: -1.233 0.589 -9.346  0.32
Na: -4.507 0.665 -6.929  0.96
H: -2.560 -1.944 -8.682  0.35
O: -3.965 0.250 -9.467  -0.86
H: -1.434 2.102 -11.701  0.32
O: -2.652 -1.964 -7.730  -0.43
O: -0.680 2.628 -11.970  -0.57
O: -3.690 -0.845 -11.248  -1.02

For the energy above the lowest of the compared OMol25 structures with the same formula, charge and spin, the calculation gives 79.2 kcal per mole. As for the HOMO energy: -22.4 eV. Its lowest unoccupied orbital energy is -17.35 eV. As for the total charge: +4.

---

# 4
Computed, not measured: a cluster of 2 separate species, HN4O3 in total in a non-equilibrium geometry, with ωB97M-V/def2-TZVPD.

Each line ends with the Mulliken charge.
Atoms and positions in Å:
N: 1.256 0.061 1.222  -0.73
N: -1.164 -1.376 0.071  0.07
N: 0.455 -0.300 0.284  0.03
N: -0.123 0.623 -0.518  1.05
O: -0.516 0.224 -1.622  -0.66
O: -0.785 -2.183 -0.713  -0.27
O: -0.235 1.772 -0.104  -0.74
H: 1.111 1.180 1.379  0.25

For the energy above the lowest of the compared OMol25 structures with the same formula, charge and spin, the calculation gives 57.7 kcal per mole. As for the HOMO energy (alpha / beta): -2.8 / -3.2 eV. Its lowest unoccupied orbital energy (alpha / beta) is 4.78 / 4.13 eV. As for the total charge: -1.